Here is 14 unconnected molecules or ions with the total composition C39H93F6N11O17PS2 at a distorted geometry from the Open Molecules 2025 dataset. Energies are from ωB97M-V with the def2-TZVPD basis set.

The geometry in XYZ format:
```
169
Properties=species:S:1:pos:R:3:forces:R:3:lowdin_charge:R:1
N 3.2473 -2.4463 -2.6142 0.489 0.400 0.184 0.01
C 2.6128 -2.6414 -3.7628 -0.710 -1.862 -2.362 -0.52
H -4.8095 4.2786 1.9500 0.046 -0.083 0.012 0.11
H 2.7137 4.1700 3.3464 0.409 0.270 0.173 0.08
H -4.8552 -4.5064 1.4128 -1.101 0.436 -1.791 0.02
H -1.1308 2.4281 -2.4910 0.118 0.938 -0.646 0.14
C 5.6661 1.9866 1.1840 -1.747 -1.172 0.450 -0.07
O 3.1035 -3.3336 -4.6822 -0.551 1.208 1.130 0.00
H 4.2685 -6.5373 -2.0069 0.576 -0.542 0.414 0.07
H 9.6509 -3.2531 4.7997 0.244 -1.411 0.225 0.06
F 0.1219 -0.0915 1.0984 -0.368 -0.761 -0.220 -0.15
C 9.3210 -2.2738 4.6066 -1.597 1.686 0.812 -0.09
H -0.9591 8.1584 -1.5711 1.182 -0.773 0.521 0.10
H 4.2423 1.3207 -2.6333 0.354 0.124 0.373 0.08
H 5.9134 1.3283 -3.2720 0.182 -0.030 -0.734 0.08
H -2.4079 -0.6564 5.2932 0.624 0.032 1.298 0.08
H -3.0759 4.0371 1.8307 0.848 0.547 0.257 0.06
H 2.9644 -2.6062 1.6232 0.581 0.240 -0.123 0.09
H -3.3725 0.1868 0.7066 -0.490 -0.574 -0.019 0.07
C -4.2127 -4.8545 2.1417 3.224 1.146 3.737 -0.08
O -1.1615 5.2825 1.9925 -0.429 -0.123 -0.402 0.02
C -0.4786 4.5397 2.6886 -2.186 0.203 0.586 -0.55
H 1.0582 -1.1303 -3.6481 -0.044 1.769 0.234 0.06
H 3.8036 -8.2468 -2.6164 -0.067 0.570 0.593 0.09
H -3.9973 6.4684 1.7723 -0.552 0.800 0.498 0.08
O -5.7566 -3.8406 -0.8625 -1.407 0.119 0.593 0.04
O -2.5500 -5.2374 0.1965 0.216 1.008 -2.042 -0.29
H -5.4402 0.9754 -3.1980 -0.002 0.389 1.119 0.07
H 4.6030 -3.2852 1.2980 -0.056 -0.005 -0.077 0.07
H -0.9192 -6.8857 -1.2399 0.410 0.074 0.553 0.02
H 3.3072 6.1248 -1.2281 0.782 0.131 -0.997 0.07
C 0.7866 -4.9865 -1.2864 -0.528 0.435 -1.592 -0.08
C -7.1610 0.8356 -4.2892 0.294 0.701 0.055 -0.53
H 7.9519 -2.1511 0.8192 0.891 0.493 0.314 0.08
O -7.6534 0.6394 -5.3807 -0.279 -0.201 -0.290 0.04
H 9.5697 -2.0822 0.0770 -0.045 0.417 0.448 0.08
C 4.5326 0.1433 4.2429 -0.329 -1.032 0.707 -0.09
C -4.7986 0.6944 -5.1073 -1.467 -1.614 -0.782 -0.07
H 3.7208 -6.8167 -3.5615 -0.286 0.403 -1.185 0.07
O -3.9575 -2.3164 3.9423 -0.187 -0.739 0.592 0.03
H 2.8013 -4.8887 -2.1563 -1.177 -0.307 0.765 0.12
H -4.4068 -5.7911 2.6312 -0.373 -0.487 -0.231 0.06
H -4.1417 -1.1934 -1.6101 0.001 0.090 0.096 0.07
F 1.7325 -0.8857 -0.4210 -0.481 0.882 0.987 -0.20
H -0.6155 3.4117 -5.1842 -0.749 0.408 -0.956 0.07
C -3.9195 4.4586 1.3394 -2.226 -0.840 -0.699 -0.21
H 1.4876 3.9189 4.6988 0.510 -0.055 -0.367 0.09
H 3.4015 5.3884 0.3373 0.661 -0.187 0.969 0.05
H -4.5039 1.6028 -5.5437 1.096 1.387 -0.055 0.07
O 10.8723 -1.8493 2.3622 -1.968 0.259 -0.148 0.00
O -5.0472 1.7643 -1.1338 -0.068 0.333 0.217 -0.30
C 5.2878 1.0350 -2.4551 0.061 -0.039 0.069 0.01
H -1.5915 -1.2941 3.8686 -0.041 0.496 -0.120 0.10
H -6.2134 -1.3085 2.5024 -0.122 1.586 1.882 0.12
N -0.9261 3.2189 -3.1275 -0.087 -0.657 0.692 0.03
H 0.4918 8.9984 -1.0162 0.118 -0.323 -0.040 0.08
H 0.4168 -5.4393 -0.3693 0.233 -0.495 -0.147 0.08
H -0.1411 1.8506 -4.5170 -0.365 -0.375 -0.001 0.08
N 8.7890 -2.0648 3.2804 -0.555 -0.160 -0.331 0.01
H 4.7887 2.1271 1.8610 0.761 -0.086 -0.419 0.08
H 0.5829 -2.6527 -3.0777 -0.255 -0.371 0.917 0.06
C -1.9744 -6.9749 -1.3750 -1.910 -1.824 0.404 -0.05
H -4.4054 0.6884 3.4270 0.142 1.417 -0.168 0.08
C -4.3409 -2.2691 -1.6727 0.138 2.584 0.576 0.01
C 1.6989 3.9494 3.6163 -1.716 -1.120 -0.969 -0.05
S -2.4606 -4.8672 1.6886 -0.352 -0.459 -0.886 0.54
N 0.7712 4.8440 2.9393 1.907 1.381 -0.037 0.02
C -0.8331 4.4518 -2.5778 0.594 1.127 1.431 -0.48
O 7.1503 1.8554 -1.1478 0.251 -0.367 -0.323 0.04
C -0.1937 2.9140 -4.3543 -0.332 -0.379 0.940 -0.06
O -1.8916 -3.5591 1.6153 -0.228 0.218 0.890 -0.28
N 0.6982 6.8770 -0.8889 -0.186 0.904 -0.402 0.01
C 4.6690 -1.6236 2.6360 -1.596 0.416 0.386 -0.49
C -3.2563 1.2507 0.6852 0.395 1.133 1.298 -0.10
H 0.8042 3.2494 -4.3043 1.325 0.546 0.325 0.07
H -2.2574 -6.5141 -2.2911 -0.077 0.608 -0.825 0.06
C -2.9304 -6.5168 -0.2647 -0.153 -0.005 -0.702 -0.25
H -6.4385 -1.1169 4.3222 -0.033 -0.114 0.013 0.07
H 8.7937 -0.5845 0.7275 0.137 -0.037 -0.159 0.08
F 2.1119 0.8474 1.2641 1.318 -0.482 -0.194 -0.16
H -6.6660 0.3317 3.3249 -0.160 0.093 -0.286 0.07
H 4.1266 -1.7128 0.5758 -0.194 -0.208 -0.044 0.06
C -5.6595 -2.6455 -1.1046 0.346 -0.522 -0.552 -0.52
H -8.8116 -1.4291 -1.1201 1.422 -0.916 0.236 0.10
C 2.7637 5.6288 -0.4666 -2.357 0.212 -0.099 0.02
H -2.4417 1.4976 0.0157 0.058 0.148 -0.231 0.06
F 2.1415 1.2201 -1.0373 0.298 0.574 0.309 -0.16
C -3.9155 5.8954 0.8768 -0.571 -1.333 0.376 -0.05
H 7.7784 -2.2848 3.1255 1.300 0.571 0.108 0.11
H 1.4163 2.9833 3.1178 0.929 0.297 1.053 0.08
H -8.2440 -2.4435 0.2132 0.196 0.016 0.296 0.07
N -6.6861 -1.7294 -1.0252 0.874 -1.201 0.029 0.02
H -4.6930 6.0644 0.1107 0.340 0.065 0.620 0.11
O -4.0950 3.6244 0.1203 -1.066 -0.773 -0.045 -0.30
H 5.0092 -3.1264 -3.3680 0.279 0.311 0.421 0.10
H 4.7394 -3.4031 -1.6197 0.495 -0.374 0.331 0.07
H 1.0340 5.7638 2.5417 0.248 -0.823 0.207 0.14
H -7.3890 1.7339 -2.3486 -0.375 -0.428 0.168 0.07
N 3.9642 -0.5246 3.1157 1.863 -2.371 -1.010 0.01
C 5.9709 1.5739 -1.2300 -1.369 0.832 1.629 -0.54
O -1.7619 -5.9598 2.3039 -0.256 0.349 0.990 -0.28
H -1.8216 5.7612 -1.0831 0.522 -0.700 -0.677 0.08
O 5.6934 -1.9896 3.1927 0.296 -0.078 -0.344 0.01
P 1.0962 0.6058 0.0366 -0.109 -1.877 -1.037 0.14
H -2.3030 4.0928 -0.8726 1.136 0.290 -0.709 0.08
N 2.0438 -5.4886 -1.7787 1.446 -1.428 0.094 0.00
H 8.5647 -1.9255 5.3411 -0.056 -0.848 -0.403 0.09
F 0.4670 1.9847 0.3658 -0.608 2.646 0.424 -0.13
H -0.9313 3.7251 4.5800 0.004 -0.274 0.173 0.08
C 3.5886 -7.1669 -2.5678 -0.429 -0.298 0.592 0.00
C 4.6535 -2.6912 -2.4241 -0.133 0.046 -0.257 -0.05
C 2.1862 -6.8282 -2.0751 -1.092 0.014 -1.311 -0.50
H -0.5932 8.3012 0.1352 0.397 -0.652 -0.021 0.08
H 5.1517 -1.7513 -2.1213 -0.003 -0.790 -0.362 0.06
C -1.4178 4.7238 -1.1691 -2.694 -0.244 -0.968 0.01
H -0.6738 2.4142 3.3484 0.069 0.957 0.326 0.09
H -6.5624 -0.7572 -1.1775 0.570 0.582 -0.211 0.10
H 6.2347 1.1238 1.5330 0.027 -0.064 0.129 0.08
C 9.6301 -1.8497 2.2321 1.360 -0.713 0.122 -0.54
H -0.7422 4.6753 -0.3655 1.348 -0.362 0.704 0.04
H 4.1580 1.6097 -0.2778 -0.784 -0.204 0.057 0.07
H 0.7094 -2.4413 -4.7115 -0.487 -0.358 -2.039 0.06
C 8.9599 -1.6515 0.8876 -0.885 -0.676 -0.335 -0.01
H 5.6129 0.1561 4.1023 -0.099 0.451 0.243 0.09
C -0.1059 8.0923 -0.8295 -1.091 1.100 -0.212 -0.08
N 5.1329 1.7220 -0.1388 1.486 0.060 -0.730 0.02
H -8.2000 -3.1138 -1.3841 0.123 0.201 -0.056 0.09
O -0.2183 5.3877 -3.1114 -0.439 -0.907 -0.460 -0.01
N -5.8070 0.8653 -4.1069 -0.684 -0.097 0.251 0.01
H -2.9530 6.0861 0.5417 1.609 0.673 -1.049 0.01
H -2.9064 -7.1446 0.5929 0.083 -1.008 0.537 0.09
H 3.1009 -0.3304 2.6781 -0.826 0.632 -0.217 0.09
H -2.9686 1.6085 1.7140 -0.259 -0.367 -0.977 0.07
H -4.1122 -4.0793 2.9728 -0.734 -0.873 -0.894 0.06
H -4.0508 0.0217 -4.7308 0.836 0.260 0.155 0.08
H -3.5351 -2.7742 -1.1945 0.420 -0.599 0.464 0.07
O -5.7123 2.0407 1.2220 -0.446 0.285 0.628 -0.28
H -8.8260 1.7793 -3.3564 -0.971 0.392 -0.341 0.06
C 1.1590 -2.1539 -3.8250 1.562 -1.040 1.053 0.03
H -8.3603 0.1867 -2.6575 -0.004 0.767 0.085 0.07
H 0.9652 -3.9550 -1.0224 -0.339 0.515 -0.220 0.07
H -5.2193 0.1775 -5.9613 -0.400 -0.352 -0.110 0.08
H 2.2779 4.7095 -0.8448 0.264 0.468 -0.010 0.09
H -3.9847 -6.4246 -0.6079 0.663 -0.209 -0.039 0.13
H 10.1039 -1.6070 4.8895 1.009 0.497 -0.653 0.07
H -4.3202 -2.4743 -2.7085 -0.143 -0.540 -1.213 0.08
H 4.2981 -0.4068 5.1710 0.360 -0.032 -0.184 0.09
H 0.6836 6.3808 -1.7843 -0.059 0.113 0.350 0.09
C 4.0322 -2.3719 1.4443 0.228 0.628 0.711 0.01
H -2.2106 -8.0651 -1.5257 0.373 0.832 0.075 0.10
O 1.2288 -7.6155 -2.1012 1.348 0.912 0.655 0.02
H 5.3192 -0.0439 -2.3395 0.005 -0.003 -0.285 0.04
C 1.7104 6.6808 -0.0232 0.523 -1.149 0.450 -0.53
H -2.1860 3.2515 3.4036 0.555 0.740 -0.085 0.06
C -6.1043 -0.5828 3.4373 0.992 -1.719 -1.824 -0.06
H 4.0553 1.0764 4.3757 -0.079 1.349 -0.116 0.06
C -2.3472 -0.5946 4.2351 -0.814 -0.109 -0.305 0.03
O 1.8207 7.2493 1.0612 -0.163 0.188 -0.262 0.00
C -3.7130 -1.1309 3.9201 -0.693 0.316 -1.443 -0.54
C -8.0105 -2.1944 -0.8195 -2.441 0.228 -0.107 -0.11
H -2.2568 0.4630 3.9907 0.432 -0.151 -0.305 0.06
H 0.0401 -5.1217 -2.1356 0.463 0.519 1.356 0.11
F -0.0098 0.5020 -1.1442 -0.170 -0.793 -0.368 -0.17
C -1.1037 3.4328 3.5468 0.053 -1.451 -0.685 0.00
N -4.6868 -0.2356 3.5722 -0.197 -1.011 0.659 0.01
H 6.3023 2.8240 1.2402 0.682 1.169 -0.216 0.06
H 2.8093 -1.8602 -1.9578 -0.724 0.810 0.969 0.08
C -8.0213 1.1678 -3.0480 2.002 -1.153 -0.191 0.02
S -4.7180 2.1561 0.2118 1.865 -0.253 -0.835 0.57
```
Forces are in eV/Å.

For the gap between HOMO and LUMO, the calculation gives 9.30 eV. Its energy is -5160.5836 Ha. The calculation puts the HOMO energy at -7.618 eV. As for the net charge: -1. The relative energy (zero: lowest compared OMol25 entry of this formula, charge and spin) is 0.180 eV.

***

Here is a single C5H10N2O molecule at a distorted geometry from the Open Molecules 2025 dataset. Energies are from ωB97M-V with the def2-TZVPD basis set.

The geometry in XYZ format:
```
18
Properties=species:S:1:pos:R:3:forces:R:3:lowdin_charge:R:1
C 0.2211 0.7973 0.3418 -1.224 -1.644 -2.107 -0.30
H -2.4673 0.1833 1.5708 -0.517 -0.431 0.207 0.09
H -1.6387 1.7505 -0.0893 1.060 -0.780 1.465 0.13
N -0.9846 1.5253 0.7197 -1.665 1.098 -0.051 0.00
N 0.4657 -1.5731 0.5179 0.745 -0.512 -0.594 -0.02
H 2.2129 -1.4215 -0.9183 -1.058 0.275 0.735 0.11
C 0.8958 0.4677 -0.9919 0.720 -0.282 0.626 -0.30
C -0.5091 -0.5212 0.5902 0.019 1.362 -0.050 -0.32
H 0.5817 -1.7433 -1.6392 1.007 1.465 1.635 0.14
H 1.1354 -1.5191 1.2784 -0.058 0.104 0.028 0.10
O 0.1806 0.9131 -2.1194 0.597 -0.095 -0.141 -0.01
H 1.9103 0.8752 -1.0612 -0.362 0.356 -0.229 0.13
H -0.9638 0.2995 2.5640 -0.194 0.621 0.024 0.11
H 0.9555 1.0497 1.0283 1.529 0.099 1.679 0.12
C -1.4039 0.3151 1.5652 0.916 0.194 -1.087 -0.08
H -1.1513 -0.6233 -0.2936 -0.008 -0.239 -0.020 0.14
C 1.1344 -1.1345 -0.7711 -1.105 -1.142 -2.148 -0.12
H -0.5746 0.3593 -2.2922 -0.401 -0.449 0.030 0.08
```
Forces are in eV/Å.

For the gap between HOMO and LUMO, the calculation gives 9.48 eV. The SMILES is O[C@@H]1CN[C@H]2CN[C@H]12. Its energy is -381.1482 Ha. The calculation puts the HOMO energy at -8.544 eV. As for the net charge: 0. The relative energy (zero: lowest compared OMol25 entry of this formula, charge and spin) is 3.734 eV.

***

Here is a gas-phase ion, C6H12N3O (charge +1) at a distorted geometry from the Open Molecules 2025 dataset. Energies are from ωB97M-V with the def2-TZVPD basis set.

The geometry in XYZ format:
```
22
Properties=species:S:1:pos:R:3:forces:R:3:lowdin_charge:R:1
C 1.4492 -1.2836 -0.9645 1.167 1.762 1.160 -0.01
H -0.1186 3.0089 3.3683 -0.887 -0.197 0.672 0.13
H 1.8276 -1.0797 -1.9870 -0.284 0.145 0.685 0.09
C -1.0262 -2.0187 -0.5666 3.556 -1.586 -1.248 0.03
N 0.5256 2.1574 1.7585 -1.833 -1.454 -0.986 -0.19
C -0.0550 -0.7818 -0.8329 1.387 -1.371 0.292 -0.55
H 0.4435 0.5381 -2.3027 0.174 1.136 0.067 0.09
N 0.6164 3.0491 2.7116 0.199 -1.514 0.807 0.23
C -0.9868 0.3003 1.4218 1.083 1.466 -0.740 -0.16
H -1.9099 -1.6547 -0.2230 -2.800 0.375 1.105 0.05
C -0.3456 0.0168 0.3282 1.029 -0.177 -0.629 0.15
H -1.2916 0.3627 -2.2719 -0.436 -0.148 0.104 0.11
O -0.8614 1.3498 2.1538 -0.725 1.069 2.576 0.01
H 1.5216 -2.3529 -0.8728 0.069 -0.369 0.547 0.07
H -0.1246 -0.7842 -2.9073 -0.168 -2.312 -2.029 0.07
H 0.9653 3.9127 2.4720 1.093 2.180 -0.954 0.12
C -0.3567 -0.1587 -2.1366 -0.100 2.780 0.537 -0.05
H -1.7670 -0.3081 1.7517 -1.252 -1.395 0.334 0.16
N 0.9518 1.7642 0.7817 1.270 -0.402 -1.275 0.30
H 2.1792 -0.7130 -0.2074 -1.662 -1.495 -1.623 0.13
H -0.4858 -2.7657 0.0557 -0.805 0.758 0.187 0.11
H -1.1509 -2.5590 -1.5306 -0.075 0.749 0.410 0.12
```
Forces are in eV/Å.

For the gap between HOMO and LUMO, the calculation gives 8.89 eV. Its energy is -474.8257 Ha. The calculation puts the HOMO energy at -14.038 eV. As for the net charge: +1. The relative energy (zero: lowest compared OMol25 entry of this formula, charge and spin) is 8.853 eV.

***

Here is 2 unconnected molecules or ions with the total composition H6N2 from the Open Molecules 2025 dataset. Energies are from ωB97M-V with the def2-TZVPD basis set.

The geometry in XYZ format:
```
8
Properties=species:S:1:pos:R:3:forces:R:3:lowdin_charge:R:1
H 2.1779 0.2878 -1.6117 -0.022 0.041 -0.061 0.00
N -1.6156 0.2737 1.3562 0.380 -0.279 0.485 0.00
H -1.8427 -0.2351 2.2111 -0.252 0.086 -0.148 0.01
N 1.4869 -0.4171 -1.3923 -0.473 0.037 0.266 0.00
H 0.6814 0.0565 -0.9792 0.347 -0.059 -0.139 -0.01
H -1.1882 1.1314 1.7022 -0.028 -0.033 -0.210 0.00
H -0.8510 -0.2834 0.9747 -0.071 0.204 -0.120 -0.01
H 1.1514 -0.8139 -2.2611 0.119 0.004 -0.073 0.00
```
Forces are in eV/Å.

For the gap between HOMO and LUMO, the calculation gives 11.28 eV. The SMILES is N.N. Its energy is -113.1006 Ha. The calculation puts the HOMO energy at -10.260 eV. As for the net charge: 0. The relative energy (zero: lowest compared OMol25 entry of this formula, charge and spin) is 0.098 eV.

***

Here is a gas-phase ion, C2H7N3P3 (charge +1) at a distorted geometry from the Open Molecules 2025 dataset. Energies are from ωB97M-V with the def2-TZVPD basis set.

The geometry in XYZ format:
```
15
Properties=species:S:1:pos:R:3:forces:R:3:lowdin_charge:R:1
H 2.8201 3.2881 -0.4715 3.046 -0.787 -2.454 0.08
H -1.6133 -5.1835 0.1873 -1.628 -1.641 -0.789 -0.14
N 0.0705 1.9503 -0.3791 4.832 4.760 0.881 -0.18
C 0.9730 2.7388 -0.2196 -5.060 -5.285 -0.727 -0.02
H -3.0266 -1.5215 0.3793 1.704 0.450 0.458 -0.01
H 1.5096 4.4738 -0.5256 0.760 1.628 0.344 0.14
P -1.5600 -1.5954 0.8336 -2.578 1.195 -0.169 0.66
N -1.1846 -2.9714 0.2211 0.615 -0.934 -0.276 -0.69
H 2.2981 3.5946 0.9894 -0.166 1.236 1.627 0.12
P -1.4010 1.2398 -0.6229 -0.685 -1.996 0.068 0.88
P -0.5511 -4.4514 0.4685 2.679 1.649 -0.317 0.74
N -0.8413 -0.3082 -0.2066 0.289 -0.049 0.641 -0.55
H 0.3456 -4.5483 -0.7010 -0.954 -0.369 0.839 -0.07
C 2.0034 3.6637 -0.0213 -2.161 -0.162 0.497 0.03
H 0.1577 -0.3693 0.0685 -0.695 0.304 -0.621 0.02
```
Forces are in eV/Å.

For the gap between HOMO and LUMO (spin up / spin down), the calculation gives 6.00 / 6.74 eV. Its energy is -1268.3432 Ha. The calculation puts the HOMO energy (spin up / spin down) at -11.240 / -11.400 eV. As for the net charge: +1. The relative energy (zero: lowest compared OMol25 entry of this formula, charge and spin) is 3.337 eV.